Record 1
Here is a structure of composition C19H51F3O10Y at a distorted geometry from the OMol25 dataset. Energies are from ωB97M-V/def2-TZVPD.

```
84
Properties=species:S:1:pos:R:3
Y 21.996 -29.372 -2.208
C 20.403 -26.500 -3.594
O 19.313 -27.207 -3.093
O 21.535 -27.235 -3.291
C 20.253 -26.093 -5.144
F 19.919 -27.145 -5.826
F 19.341 -25.150 -5.446
F 21.292 -25.567 -5.681
C 18.075 -26.536 -2.862
C 17.068 -27.688 -3.013
H 17.041 -28.279 -3.929
H 17.227 -28.268 -2.104
H 16.073 -27.259 -2.899
H 17.826 -25.736 -3.559
H 17.994 -26.062 -1.884
H 20.514 -25.589 -3.006
C 18.903 -31.361 -2.916
O 20.098 -30.844 -2.396
H 18.896 -31.400 -4.005
H 18.821 -32.409 -2.629
H 18.084 -30.770 -2.505
C 17.954 -28.989 -6.769
C 16.723 -29.771 -6.813
O 15.765 -29.341 -7.760
H 17.786 -27.914 -6.816
H 18.458 -29.215 -7.708
H 18.630 -29.450 -6.048
H 16.280 -29.680 -5.821
H 16.886 -30.832 -7.005
H 16.323 -29.179 -8.525
C 23.894 -30.133 1.602
C 23.000 -31.080 0.746
O 22.069 -30.468 -0.144
H 24.513 -29.512 0.955
H 24.493 -30.792 2.230
H 23.370 -29.503 2.320
H 22.447 -31.768 1.386
H 23.618 -31.744 0.142
H 21.221 -30.916 -0.109
C 14.885 -30.675 -1.615
C 14.405 -30.830 -0.109
O 14.544 -32.226 0.118
H 15.925 -30.856 -1.889
H 14.817 -29.613 -1.849
H 14.205 -31.124 -2.339
H 13.348 -30.626 0.067
H 15.050 -30.289 0.583
H 13.751 -32.664 -0.201
C 21.283 -35.343 -3.141
C 22.180 -35.069 -1.827
O 21.793 -33.864 -1.294
H 21.671 -36.211 -3.674
H 21.513 -34.565 -3.869
H 20.198 -35.386 -3.043
H 23.265 -35.062 -1.924
H 22.062 -35.828 -1.054
H 20.850 -33.952 -1.135
C 21.685 -31.746 -5.678
C 21.648 -30.223 -5.573
O 22.365 -29.657 -4.484
H 22.686 -32.145 -5.515
H 21.455 -32.157 -6.661
H 21.105 -32.324 -4.959
H 20.618 -29.868 -5.539
H 22.191 -29.722 -6.374
H 22.912 -28.927 -4.782
C 19.923 -28.365 1.568
C 19.693 -28.331 0.004
O 21.007 -28.137 -0.536
H 20.289 -29.347 1.865
H 18.914 -28.239 1.958
H 20.507 -27.490 1.853
H 19.236 -27.355 -0.161
H 19.154 -29.180 -0.417
H 21.295 -27.261 -0.270
C 18.171 -31.701 2.033
C 18.451 -32.033 0.581
O 19.852 -31.993 0.295
H 17.100 -31.568 2.186
H 18.732 -30.806 2.301
H 18.527 -32.575 2.579
H 18.106 -31.223 -0.062
H 18.007 -32.977 0.265
H 19.931 -31.913 -0.659
```

Its charge is +1. For the energy, the calculation gives -1844.5624 hartree. For the relative energy (zero: lowest compared OMol25 entry of this formula, charge and spin), the calculation gives 2.3930 eV.

List of Löwdin charges in e, atom by atom:
1. Y 1.867
2. C -0.403
3. O -0.113
4. O -0.288
5. C -0.629
6. F 0.167
7. F 0.134
8. F 0.199
9. C -0.227
10. C -0.051
11. H 0.070
12. H 0.056
13. H 0.079
14. H 0.117
15. H 0.113
16. H 0.152
17. C -0.215
18. O -0.446
19. H 0.065
20. H 0.074
21. H 0.052
22. C -0.114
23. C -0.365
24. O -0.051
25. H 0.094
26. H 0.084
27. H 0.056
28. H 0.103
29. H 0.117
30. H 0.078
31. C -0.046
32. C -0.241
33. O -0.212
34. H 0.068
35. H 0.085
36. H 0.074
37. H 0.126
38. H 0.114
39. H 0.029
40. C -0.070
41. C -0.259
42. O -0.115
43. H 0.040
44. H 0.048
45. H 0.073
46. H 0.111
47. H 0.098
48. H 0.081
49. C -0.045
50. C -0.299
51. O -0.098
52. H 0.064
53. H 0.043
54. H 0.070
55. H 0.111
56. H 0.104
57. H 0.070
58. C -0.052
59. C -0.234
60. O -0.200
61. H 0.079
62. H 0.090
63. H 0.057
64. H 0.096
65. H 0.134
66. H 0.103
67. C -0.035
68. C -0.207
69. O -0.217
70. H 0.060
71. H 0.082
72. H 0.084
73. H 0.114
74. H 0.107
75. H 0.121
76. C -0.044
77. C -0.274
78. O -0.117
79. H 0.081
80. H 0.054
81. H 0.085
82. H 0.092
83. H 0.127
84. H 0.017

---

Record 2
Here is a cluster of 3 separate species, C19H52I2N6O6P4 in total at a distorted geometry from the OMol25 dataset. Energies are from ωB97M-V/def2-TZVPD.

```
89
Properties=species:S:1:pos:R:3
C -6.428 -3.058 3.109
C -4.974 -3.435 3.454
C -3.976 -2.284 3.211
C -2.737 -2.701 2.427
O -1.990 -1.589 1.973
C -2.538 -0.958 0.842
C -1.828 0.376 0.667
O -2.540 1.111 -0.317
C -2.804 2.467 -0.005
P -3.940 2.650 1.456
O -2.877 2.813 2.688
I -4.715 4.948 1.040
P -1.467 -3.833 3.283
O -0.233 -2.761 3.430
I -2.200 -4.085 5.634
H -6.476 -2.212 2.423
H -6.956 -2.759 4.015
H -6.959 -3.908 2.684
H -4.661 -4.309 2.879
H -4.957 -3.695 4.510
H -4.491 -1.524 2.619
H -3.668 -1.784 4.131
H -3.070 -3.301 1.566
H -3.603 -0.721 0.920
H -2.375 -1.532 -0.080
H -0.813 0.193 0.302
H -1.719 0.899 1.618
H -1.872 3.021 0.180
H -3.318 2.884 -0.869
H -2.019 3.155 2.390
H 0.229 -2.923 4.259
C 3.096 1.852 1.961
N 2.384 2.676 1.001
C 1.562 1.947 0.046
P 1.779 4.243 1.217
O 0.368 4.158 1.663
N 2.560 5.121 2.508
C 3.511 4.521 3.431
C 1.633 5.982 3.243
N 2.502 4.978 -0.064
C 3.772 4.553 -0.621
C 2.059 6.325 -0.397
H 3.556 1.016 1.431
H 2.452 1.446 2.751
H 3.912 2.389 2.425
H 1.872 2.113 -0.992
H 0.516 2.246 0.153
H 1.612 0.875 0.236
H 3.113 3.651 3.966
H 3.789 5.268 4.177
H 4.438 4.240 2.929
H 1.067 5.442 4.011
H 0.913 6.445 2.571
H 2.204 6.781 3.720
H 4.561 4.493 0.134
H 4.080 5.287 -1.366
H 3.699 3.590 -1.125
H 2.652 7.086 0.122
H 1.013 6.461 -0.114
H 2.122 6.498 -1.472
C 0.242 -4.367 -1.515
N 0.616 -3.086 -2.088
C 0.661 -1.988 -1.131
P 1.624 -2.804 -3.422
O 3.011 -2.603 -2.960
N 1.752 -4.178 -4.500
C 1.211 -5.495 -4.205
C 3.090 -4.313 -5.074
N 0.596 -1.880 -4.320
C -0.848 -1.997 -4.261
C 1.151 -1.209 -5.486
H -0.609 -4.216 -0.847
H 1.048 -4.841 -0.940
H -0.097 -5.063 -2.270
H -0.052 -1.204 -1.419
H 1.658 -1.540 -1.076
H 0.407 -2.309 -0.120
H 1.581 -5.920 -3.265
H 1.493 -6.176 -5.009
H 0.120 -5.488 -4.189
H 3.791 -4.826 -4.405
H 3.515 -3.339 -5.308
H 3.013 -4.875 -6.007
H -1.193 -3.021 -4.431
H -1.273 -1.370 -5.045
H -1.252 -1.646 -3.312
H 1.068 -1.827 -6.388
H 2.207 -0.986 -5.327
H 0.647 -0.257 -5.661
```

For the energy, the calculation gives -3495.9628 hartree. As for the SMILES: CCC[C@@H](OCCOCP(O)I)P(O)I.CN(C)P(=O)(N(C)C)N(C)C.CN(C)P(=O)(N(C)C)N(C)C.

List of Löwdin charges in e, atom by atom:
1. C -0.097
2. C -0.282
3. C -0.236
4. C -0.542
5. O -0.177
6. C -0.185
7. C -0.202
8. O -0.197
9. C -0.457
10. P 0.481
11. O -0.410
12. I 0.342
13. P 0.570
14. O -0.403
15. I 0.429
16. H 0.065
17. H 0.070
18. H 0.067
19. H 0.101
20. H 0.042
21. H 0.093
22. H 0.094
23. H 0.110
24. H 0.119
25. H 0.128
26. H 0.097
27. H 0.116
28. H 0.080
29. H 0.067
30. H 0.032
31. H 0.020
32. C -0.109
33. N -0.298
34. C -0.113
35. P 0.592
36. O -0.291
37. N -0.285
38. C -0.145
39. C -0.148
40. N -0.323
41. C -0.094
42. C -0.110
43. H 0.087
44. H 0.091
45. H 0.044
46. H 0.082
47. H 0.052
48. H 0.075
49. H 0.079
50. H 0.081
51. H 0.070
52. H 0.085
53. H 0.066
54. H 0.081
55. H 0.081
56. H 0.083
57. H 0.071
58. H 0.086
59. H 0.078
60. H 0.081
61. C -0.111
62. N -0.298
63. C -0.121
64. P 0.584
65. O -0.282
66. N -0.286
67. C -0.150
68. C -0.152
69. N -0.324
70. C -0.095
71. C -0.113
72. H 0.078
73. H 0.093
74. H 0.042
75. H 0.066
76. H 0.071
77. H 0.083
78. H 0.078
79. H 0.080
80. H 0.069
81. H 0.084
82. H 0.065
83. H 0.080
84. H 0.081
85. H 0.083
86. H 0.067
87. H 0.085
88. H 0.078
89. H 0.080